Below is 10 unconnected molecules or ions with the total composition C32H82N2O17 at a distorted geometry, with properties calculated with ωB97M-V/def2-TZVPD.

Lowest unoccupied orbital energy (eV): 0.377
Structure (SMILES): CC1(C)CCCC(C)(C)N1O.CC1(C)CCCC(C)(C)N1O.OCCO.OCCO.OCCO.OCCO.OCCO.OCCO.OCCO.O
Relative energy (zero: lowest compared OMol25 entry of this formula, charge and spin) (kcal/mol): 0.0
Kohn-Sham gap (Ha): 0.311
HOMO level (eV): -8.087
Electronic energy (Eh): -2656.64515

Structure (ORCA input):
```
! wB97M-V def2-TZVPD RIJCOSX def2/J DEFGRID3
* xyz 0 1
C 2.43601 0.76266 -4.06451
C 3.82449 0.55396 -4.52407
C 3.76717 -0.00187 -5.95204
C 4.66613 1.92673 -4.57732
C 5.17398 2.40800 -3.29005
C 6.06257 1.25415 -2.63197
C 5.23681 -0.12318 -2.47378
C 6.19385 -1.18870 -2.18204
C 4.31282 0.06787 -1.27196
N 4.56008 -0.49603 -3.71110
O 3.90859 -1.70684 -3.64535
H 2.27244 1.73522 -3.60034
H 1.80758 0.68250 -4.95150
H 1.99400 0.00123 -3.42190
H 3.20678 -0.93477 -6.01330
H 3.37471 0.84958 -6.50802
H 4.73074 0.04399 -6.45950
H 5.53534 1.94120 -5.23485
H 3.88273 2.66470 -4.74990
H 5.75380 3.31096 -3.48128
H 4.40188 2.73792 -2.59498
H 6.45965 1.56808 -1.66663
H 7.03232 1.17175 -3.12278
H 5.64922 -2.11014 -1.97605
H 6.70187 -0.94859 -1.24804
H 6.85373 -1.48985 -2.99565
H 3.45144 0.59837 -1.67780
H 4.69056 0.68418 -0.45613
H 3.90436 -0.82426 -0.79724
H 4.47791 -2.29914 -4.14198
C -1.70484 -1.78151 1.21356
C -0.51484 -0.73367 1.20173
C 0.74605 -1.43762 1.80897
C -0.11529 -0.53049 -0.29536
C -1.07511 0.53731 -0.89603
C -1.02471 1.91169 -0.12140
C -1.40440 1.61780 1.35481
C -0.89202 2.86338 2.10769
C -2.94570 1.73469 1.48925
N -0.68773 0.47725 1.92546
O -1.02582 0.25217 3.19483
H -1.48315 -2.73728 0.73873
H -1.99433 -1.97759 2.24596
H -2.61136 -1.34588 0.79339
H 0.57728 -1.48421 2.88481
H 0.96453 -2.47642 1.56145
H 1.67036 -0.86102 1.77334
H 0.82101 0.02236 -0.37141
H -0.19730 -1.48325 -0.81845
H -0.89494 0.74942 -1.94990
H -2.12944 0.27458 -0.98249
H -1.76675 2.50018 -0.66099
H -0.09317 2.47695 -0.14987
H -1.04485 3.78562 1.54715
H 0.16728 2.72671 2.32514
H -1.39751 2.96325 3.06821
H -3.25146 1.69044 2.53455
H -3.39027 0.82956 1.07550
H -3.53870 2.57159 1.12039
H -0.20134 0.48002 3.63064
O -6.11227 -0.55556 2.34192
C -6.36298 -1.73991 2.95199
C -5.14144 -1.94994 3.90983
O -4.17098 -2.61339 3.22680
H -6.69276 -0.50435 1.57903
H -7.15232 -1.61192 3.69271
H -6.55067 -2.64556 2.37520
H -5.42661 -2.60339 4.73432
H -4.82162 -0.99335 4.32305
H -3.99954 -2.11066 2.42713
O 1.21399 -6.32956 -2.92095
C 0.91021 -5.07091 -2.41571
C -0.10864 -4.98501 -1.28440
O -1.38713 -5.31454 -1.71921
H 0.42410 -6.81817 -3.16372
H 1.79713 -4.59288 -1.99983
H 0.65881 -4.28867 -3.13195
H -0.22864 -4.03856 -0.75721
H 0.09547 -5.77249 -0.55893
H -1.32513 -5.97795 -2.41032
O -1.58006 -6.40031 3.58064
C -1.06165 -5.05707 3.56383
C 0.42849 -5.11311 3.49064
O 0.94473 -5.21819 2.17072
H -2.53527 -6.30958 3.55003
H -1.45435 -4.60615 2.65248
H -1.48951 -4.44708 4.35940
H 0.69961 -5.92709 4.16298
H 0.74637 -4.11868 3.80394
H 1.18394 -6.11265 1.91710
O 1.51191 0.39977 4.95626
C 1.93499 1.46635 5.83944
C 1.01311 2.68334 5.65667
O 0.99291 3.56216 6.80290
H 1.81618 -0.48832 5.15706
H 1.87028 1.05699 6.84758
H 2.96494 1.64759 5.53212
H -0.00164 2.28604 5.63371
H 1.10954 3.25962 4.73650
H 1.55569 4.33794 6.74762
O -1.07104 2.04489 -4.20208
C -0.35976 3.13592 -4.70196
C -0.03681 2.97314 -6.15676
O 0.60840 4.14096 -6.58338
H -1.92172 1.93685 -4.63367
H -1.02580 3.99412 -4.79135
H 0.50951 3.30978 -4.06774
H -0.91309 2.80707 -6.78338
H 0.59294 2.09556 -6.30292
H 1.46555 3.87649 -6.92536
O -0.43710 5.85261 3.30117
C 0.74943 6.49869 3.69462
C 1.69896 6.98112 2.63263
O 2.36686 5.78200 2.08888
H -0.86429 5.57755 4.11570
H 0.47336 7.40191 4.23876
H 1.23599 5.86941 4.43984
H 2.43666 7.64159 3.08834
H 1.15007 7.59749 1.92066
H 1.68867 5.43208 1.50645
O -4.18529 -2.43689 -0.85617
C -5.09382 -1.79203 -1.69108
C -6.26861 -2.70993 -1.86080
O -6.01966 -3.66596 -2.89272
H -3.23985 -2.32494 -0.97951
H -5.49938 -0.98691 -1.07838
H -4.67918 -1.25750 -2.54575
H -7.07289 -2.13113 -2.31492
H -6.57210 -3.08181 -0.88218
H -5.48429 -4.36009 -2.50137
O -5.47481 2.37293 3.53198
H -5.15128 1.60728 3.05727
H -5.75965 2.97748 2.84669
*
```